[1]
C53H89Br2IN3O18S as an isolated structure at a distorted geometry, computed with ωB97M-V/def2-TZVPD.

Each line ends with the Mulliken charge.
Cartesian coordinates (Å):
C -2.351 2.538 1.558  -0.27
C -2.731 3.111 0.221  -0.89
C -1.731 4.157 -0.187  -1.26
C -0.352 3.554 -0.392  0.34
O 0.487 3.823 0.732  -0.29
C 1.881 4.010 0.531  0.96
C 2.141 5.456 0.146  -1.34
Br 0.622 6.500 -0.268  0.00
C 3.280 6.016 0.107  0.77
C 4.560 5.376 0.423  -1.09
Br 3.512 7.814 -0.378  -0.12
C 2.550 3.050 -0.427  -1.99
C 2.501 3.412 -1.882  -0.69
C 3.567 2.628 -2.654  -1.56
N 2.274 1.602 -0.141  1.19
C 1.242 0.896 -0.979  -2.19
N 1.864 -0.014 -1.878  -0.26
C 1.420 -1.393 -1.680  -1.45
C 2.067 1.373 1.349  0.33
S 2.445 -0.331 1.774  -0.24
C 2.750 2.423 2.208  0.67
C 4.262 2.126 2.286  -1.95
C 4.687 1.445 3.545  -0.17
C 6.046 0.870 3.337  -1.47
O 6.003 -0.258 2.495  -0.57
N 2.503 3.831 1.835  0.97
C 1.715 4.465 2.891  -1.33
C 2.554 4.782 4.090  -0.30
C 1.714 4.706 5.332  -1.57
I 1.655 2.735 6.142  0.03
H -3.173 2.050 2.006  0.51
H -1.982 3.311 2.191  0.33
H -1.546 1.850 1.423  -0.53
H -2.739 2.351 -0.529  0.43
H -3.678 3.590 0.300  0.23
H -1.690 4.919 0.545  0.42
H -2.032 4.591 -1.112  0.30
H -0.533 2.510 -0.457  -0.28
H 0.023 3.956 -1.306  0.35
H 4.843 4.680 -0.323  0.14
H 5.322 6.109 0.412  0.71
H 4.551 4.953 1.393  0.10
H 3.576 3.163 -0.222  0.94
H 2.755 4.434 -2.004  0.75
H 1.548 3.229 -2.319  0.39
H 3.158 1.899 -3.305  0.46
H 4.091 3.308 -3.276  0.45
H 4.304 2.200 -2.013  0.32
H 3.136 1.103 -0.338  0.98
H 0.592 1.553 -1.503  1.24
H 0.643 0.315 -0.327  0.82
H 1.631 0.242 -2.822  0.38
H 2.095 -2.063 -2.151  0.44
H 0.464 -1.557 -2.120  0.49
H 1.359 -1.674 -0.660  0.35
H 1.018 1.457 1.500  -0.52
H 3.453 -0.712 0.985  0.17
H 2.389 2.243 3.187  -0.05
H 4.799 3.038 2.273  1.06
H 4.573 1.555 1.431  0.22
H 4.718 2.137 4.355  0.45
H 4.000 0.684 3.824  0.37
H 6.609 1.606 2.810  0.36
H 6.547 0.685 4.263  0.64
H 5.748 -1.015 3.031  0.37
H 1.274 5.384 2.577  0.76
H 0.905 3.858 3.225  0.15
H 3.320 4.061 4.207  0.25
H 2.967 5.766 4.048  0.48
H 2.114 5.341 6.075  0.69
H 0.717 5.031 5.154  0.53
O 12.321 1.634 3.250  -0.59
C 11.403 0.987 2.846  0.42
O 11.424 0.356 1.648  -0.37
C 10.144 -0.258 1.381  -0.51
C 9.496 -0.434 2.745  0.06
C 10.056 0.763 3.521  -0.31
H 9.568 0.411 0.733  0.29
H 10.297 -1.193 0.871  0.30
H 8.411 -0.469 2.702  -0.06
H 9.845 -1.358 3.200  0.27
H 9.448 1.660 3.394  0.18
H 10.190 0.551 4.577  0.38
O -0.735 -2.708 -0.259  -0.64
C -1.639 -3.070 -0.969  0.73
O -2.506 -2.197 -1.478  -0.31
C -3.561 -2.894 -2.208  -0.33
C -2.949 -4.243 -2.562  0.16
C -2.001 -4.484 -1.380  -0.66
H -4.427 -2.995 -1.552  0.19
H -3.849 -2.299 -3.075  0.28
H -3.687 -5.025 -2.705  -0.24
H -2.370 -4.157 -3.482  0.31
H -2.501 -4.974 -0.543  0.25
H -1.113 -5.042 -1.660  0.34
O 11.168 -2.899 1.831  -0.55
C 12.324 -3.166 1.660  0.47
O 12.940 -4.166 2.316  -0.37
C 14.347 -4.183 1.994  -0.44
C 14.457 -3.460 0.656  -0.57
C 13.310 -2.450 0.752  -0.31
H 14.888 -3.670 2.790  0.27
H 14.688 -5.213 1.947  0.32
H 15.433 -3.012 0.489  0.33
H 14.265 -4.158 -0.159  0.27
H 13.615 -1.522 1.236  0.23
H 12.860 -2.236 -0.212  0.33
O -5.348 -6.428 -3.522  -0.61
C -5.018 -7.435 -2.971  0.55
O -3.727 -7.705 -2.655  -0.37
C -3.616 -9.031 -2.099  -0.43
C -5.010 -9.363 -1.576  -0.50
C -5.904 -8.599 -2.558  -0.42
H -3.296 -9.710 -2.890  0.26
H -2.863 -9.026 -1.316  0.32
H -5.208 -10.431 -1.531  0.33
H -5.136 -8.956 -0.573  0.27
H -6.138 -9.190 -3.444  0.27
H -6.818 -8.240 -2.097  0.30
O -5.158 -1.685 -4.340  -0.68
C -6.071 -0.939 -4.099  0.22
O -5.900 0.293 -3.577  -0.34
C -7.201 0.890 -3.297  -0.21
C -8.173 0.148 -4.201  -0.62
C -7.543 -1.240 -4.275  -0.14
H -7.430 0.750 -2.243  0.22
H -7.162 1.953 -3.506  0.28
H -9.193 0.152 -3.824  0.31
H -8.180 0.602 -5.193  0.30
H -7.876 -1.877 -3.457  0.16
H -7.726 -1.726 -5.229  0.47
O -9.351 -3.223 -3.221  -0.61
C -10.226 -3.494 -3.989  0.54
O -11.063 -2.560 -4.492  -0.34
C -12.079 -3.186 -5.303  -0.44
C -11.485 -4.527 -5.720  -0.51
C -10.604 -4.868 -4.515  -0.41
H -12.980 -3.298 -4.699  0.27
H -12.304 -2.543 -6.149  0.32
H -12.239 -5.277 -5.949  0.33
H -10.862 -4.397 -6.604  0.27
H -11.156 -5.398 -3.738  0.27
H -9.717 -5.430 -4.791  0.27
O -8.419 3.095 -1.351  -0.54
C -8.095 3.869 -0.499  0.41
O -6.914 3.799 0.161  -0.30
C -6.868 4.800 1.203  -0.34
C -7.877 5.863 0.784  -0.57
C -8.920 5.027 0.043  -0.40
H -7.133 4.324 2.148  0.27
H -5.856 5.190 1.278  0.29
H -8.273 6.431 1.621  0.33
H -7.410 6.565 0.093  0.28
H -9.678 4.627 0.716  0.26
H -9.392 5.572 -0.768  0.32
O -2.080 0.467 5.231  -0.60
C -2.060 -0.267 4.292  0.37
O -1.196 -0.106 3.257  -0.19
C -1.473 -1.070 2.219  0.16
C -2.211 -2.206 2.914  -0.57
C -2.966 -1.459 4.019  -0.48
H -2.083 -0.590 1.449  0.20
H -0.540 -1.396 1.773  -0.10
H -2.847 -2.777 2.242  0.30
H -1.494 -2.894 3.362  0.33
H -3.934 -1.090 3.678  0.25
H -3.091 -2.056 4.917  0.34

* HOMO level: -11.1 eV
* Kohn-Sham gap: 9.45 eV
* LUMO: -1.6 eV
* energy: -9435.18690 Eh
* net charge: +1


[2]
C50H58BN8P2Y as an isolated structure, computed with ωB97M-V/def2-TZVPD.

Each line ends with the Mulliken charge.
Cartesian coordinates (Å):
Y -0.849 -0.186 -0.213  0.38
C -4.660 0.755 -0.842  -1.32
C -3.800 1.969 -0.784  0.60
C -4.225 3.306 -0.838  -1.77
C -3.070 4.054 -0.811  1.03
C -2.921 5.540 -0.832  -1.43
N -2.029 3.204 -0.744  -0.08
N -2.474 1.912 -0.707  0.63
B -0.555 3.598 -0.926  -0.64
N 0.066 2.757 -2.074  0.45
N -0.113 1.400 -2.172  1.15
C 0.046 1.086 -3.450  0.02
C -0.200 -0.280 -3.973  -0.41
C 0.362 2.229 -4.199  -1.68
C 0.348 3.264 -3.299  0.84
C 0.574 4.710 -3.599  -1.37
N 0.219 3.562 0.413  1.40
N -0.354 3.165 1.576  -0.64
C 0.466 3.550 2.543  0.95
C 0.163 3.262 3.977  -1.33
C 1.584 4.223 2.011  -1.35
C 1.375 4.221 0.651  0.63
C 2.189 4.825 -0.444  -1.32
H -5.352 0.831 -1.684  0.45
H -5.256 0.652 0.066  0.28
H -4.043 -0.136 -0.954  -0.20
H -5.239 3.670 -0.891  0.46
H -3.904 5.999 -0.726  0.35
H -2.474 5.890 -1.764  0.15
H -2.286 5.884 -0.014  0.27
H -0.514 4.740 -1.308  -0.19
H -0.350 -0.976 -3.155  -0.98
H 0.634 -0.637 -4.574  0.31
H -1.105 -0.287 -4.587  0.43
H 0.572 2.283 -5.255  0.47
H 0.890 4.803 -4.638  0.38
H 1.345 5.147 -2.965  0.14
H -0.335 5.298 -3.461  0.16
H -0.815 2.794 4.062  0.25
H 0.164 4.180 4.570  0.43
H 0.901 2.583 4.411  0.13
H 2.427 4.638 2.540  0.39
H 3.135 5.190 -0.044  0.49
H 1.661 5.665 -0.904  0.35
H 2.402 4.098 -1.231  0.15
N 2.241 -3.349 -0.543  -1.08
P 1.142 -1.400 2.163  -0.28
C 2.514 -0.381 1.477  1.14
C 2.450 0.989 1.247  0.58
C 3.571 1.689 0.800  -0.25
C 4.762 1.026 0.568  -0.90
C 4.833 -0.348 0.777  -0.70
C 3.723 -1.040 1.221  -0.59
C 1.959 -1.571 3.841  0.20
C 2.055 -2.826 4.430  -0.23
C 2.591 -2.983 5.705  -0.65
C 3.044 -1.877 6.407  -0.39
C 2.961 -0.614 5.827  -0.75
C 2.423 -0.468 4.559  0.20
P 1.232 -2.443 -1.429  2.27
C 0.399 -3.657 -2.605  -0.07
C -0.867 -3.491 -3.159  -0.37
C -1.416 -4.457 -3.997  -0.69
C -0.709 -5.614 -4.287  -0.49
C 0.538 -5.814 -3.705  -0.56
C 1.074 -4.852 -2.863  -0.57
C 2.394 -1.664 -2.661  -0.64
C 2.841 -2.256 -3.842  -0.35
C 3.730 -1.601 -4.685  -0.69
C 4.195 -0.332 -4.364  -0.68
C 3.770 0.266 -3.185  -0.71
C 2.883 -0.397 -2.351  0.50
H 1.857 -3.394 0.398  0.27
H 1.532 1.533 1.442  -0.75
H 3.504 2.756 0.647  0.18
H 5.629 1.570 0.209  0.33
H 5.750 -0.885 0.567  0.36
H 3.772 -2.115 1.335  0.27
H 1.699 -3.690 3.879  0.35
H 2.654 -3.970 6.148  0.38
H 3.461 -1.994 7.401  0.34
H 3.315 0.256 6.370  0.40
H 2.354 0.519 4.109  0.13
H -1.465 -2.631 -2.879  0.51
H -2.414 -4.314 -4.395  0.38
H -1.139 -6.370 -4.935  0.35
H 1.085 -6.732 -3.896  0.38
H 2.021 -5.008 -2.354  0.40
H 2.478 -3.238 -4.120  0.29
H 4.056 -2.082 -5.602  0.38
H 4.880 0.185 -5.027  0.36
H 4.121 1.256 -2.913  0.46
H 2.553 0.087 -1.440  -0.01
C -1.770 -2.134 2.938  -1.89
C -1.409 -0.661 3.144  2.48
C -2.609 0.213 2.759  -1.19
C -1.156 -0.453 4.649  -1.90
C -0.194 -0.226 2.292  0.40
H -2.704 -2.373 3.458  0.48
H -0.987 -2.786 3.337  0.40
H -1.902 -2.374 1.883  0.09
H -3.502 -0.070 3.329  0.55
H -2.856 0.106 1.698  -0.03
H -2.397 1.268 2.939  0.03
H -2.067 -0.661 5.223  0.56
H -0.851 0.575 4.857  0.12
H -0.369 -1.115 5.015  0.29
H 0.145 0.755 2.648  -0.69
N -2.333 -1.545 -0.504  -0.04
C -3.306 -2.435 -0.240  -0.14
C -3.320 -3.758 -0.777  -0.41
C -4.318 -4.671 -0.495  -0.54
C -5.387 -4.351 0.342  -0.55
C -5.399 -3.078 0.904  -1.07
C -4.405 -2.156 0.631  0.97
H -2.490 -4.056 -1.404  0.24
H -4.255 -5.663 -0.933  0.39
H -6.164 -5.073 0.564  0.33
H -6.200 -2.798 1.585  0.36
H -4.436 -1.189 1.114  0.27

* HOMO level: -1.2 eV
* Kohn-Sham gap: 5.13 eV
* energy relative to the best compared isomer or geometry (same formula, charge and spin): 0.0 kJ/mol
* LUMO: 3.9 eV
* energy: -3124.22217 Eh
* net charge: -2


[3]
An isolated ion of composition C4H10ClNO2P and charge -1 at a distorted geometry, computed with ωB97M-V/def2-TZVPD.

Each line ends with the natural charge from an NBO analysis.
Cartesian coordinates (Å):
C 1.983 -0.207 1.014  -0.67
C 0.653 0.585 0.958  -0.20
N -0.186 0.392 -0.230  -0.77
C -0.990 -0.755 -0.381  -0.24
C -2.229 -0.817 0.560  -0.63
P 0.534 0.913 -1.917  2.27
O 1.980 0.692 -1.934  -1.15
O -0.422 0.445 -2.888  -1.14
Cl 0.335 2.977 -1.561  -0.45
H 2.591 0.026 0.112  0.26
H 2.415 -0.186 2.049  0.19
H 1.871 -1.285 0.760  0.19
H 0.008 0.147 1.892  0.15
H 0.845 1.627 0.978  0.20
H -0.483 -1.726 -0.527  0.15
H -1.459 -0.444 -1.329  0.25
H -1.928 -0.836 1.654  0.18
H -2.666 0.205 0.491  0.22
H -2.852 -1.752 0.298  0.20

* SMILES: CCN(CC)[P@@](=O)([O-])Cl
* HOMO level: -4.5 eV
* Kohn-Sham gap: 8.23 eV
* energy relative to the best compared isomer or geometry (same formula, charge and spin): 0.0 kJ/mol
* LUMO: 3.8 eV
* energy: -1165.32874 Eh
* net charge: -1


[4]
One molecule with the formula C4H7N3, computed with ωB97M-V/def2-TZVPD.

Each line ends with the natural charge from an NBO analysis.
Cartesian coordinates (Å):
C -2.136 0.325 -0.762  -0.40
N -0.743 0.407 -1.106  -0.62
C 0.293 0.018 -0.288  0.30
C 0.324 -0.101 1.130  -0.40
C 1.635 -0.419 1.411  -0.04
N 2.283 -0.478 0.231  -0.34
N 1.480 -0.241 -0.827  -0.33
H -2.407 -0.696 -0.461  0.19
H -2.438 1.015 0.041  0.18
H -2.723 0.574 -1.651  0.21
H -0.470 0.867 -1.957  0.40
H -0.480 0.055 1.834  0.23
H 2.153 -0.552 2.351  0.22
H 3.229 -0.770 0.054  0.41

* SMILES: CNc1cc[nH]n1
* HOMO level: -7.8 eV
* Kohn-Sham gap: 8.89 eV
* energy relative to the best compared isomer or geometry (same formula, charge and spin): 53.2 kJ/mol
* LUMO: 1.1 eV
* energy: -320.86304 Eh
* net charge: 0